The following is a DFT calculation (ωB97M-V/def2-TZVPD) of a 2-piece molecular cluster, C20H30BClN6O11 overall.

```
69
C20H30BClN6O11 (ωB97M-V/def2-TZVPD)
C -2.994 1.158 -2.446
C -1.687 1.371 -3.415
C -0.498 0.217 -3.182
C 0.888 0.889 -3.744
N 2.151 0.119 -3.432
N 2.146 -0.447 -2.168
C 1.976 0.129 -0.781
C 1.704 1.702 -0.408
C 0.448 1.911 0.676
O -0.569 1.045 0.751
Cl 0.480 3.408 1.824
C 2.136 -1.110 0.280
C 2.057 -1.187 1.915
C 2.653 0.117 2.707
C 4.021 0.756 2.070
C 5.236 0.763 3.219
C 4.841 1.647 4.559
N 4.171 2.970 4.255
N 2.404 -2.340 -0.590
C 2.679 -3.781 -0.224
C 1.352 -4.731 -0.077
N 0.251 -3.931 0.584
C 2.409 -1.965 -2.074
O 2.626 -2.878 -3.244
N 1.520 -3.639 -3.440
O 1.207 -3.625 -4.643
H -2.774 1.632 -1.376
H -3.862 1.837 -2.904
H -3.275 0.020 -2.399
H -1.183 2.394 -3.067
H -1.944 1.518 -4.552
H -0.804 -0.758 -3.759
H -0.512 -0.013 -2.035
H 0.937 2.036 -3.441
H 0.792 0.896 -4.934
H 2.993 0.748 -3.475
H 2.722 2.142 -0.012
H 1.405 2.379 -1.340
H 2.701 -2.133 2.247
H 0.938 -1.457 2.203
H 2.944 -0.264 3.800
H 1.850 0.977 2.899
H 4.450 0.193 1.139
H 3.796 1.903 1.870
H 6.151 1.311 2.686
H 5.514 -0.364 3.498
H 5.782 1.900 5.239
H 4.060 1.025 5.214
H 4.476 3.376 3.338
H 3.130 2.802 4.221
H 3.375 -4.288 -1.052
H 3.281 -3.816 0.779
H 1.061 -5.152 -1.154
H 1.614 -5.706 0.559
H -0.225 -4.475 1.338
H -0.409 -3.678 -0.198
B -7.121 1.111 0.438
O -6.842 1.991 1.577
C -5.916 2.870 1.171
O -5.455 3.752 1.877
C -5.564 2.612 -0.200
O -4.750 3.236 -0.863
O -6.267 1.568 -0.663
O -6.840 -0.288 0.774
C -7.984 -0.966 0.609
O -8.104 -2.164 0.806
C -9.024 -0.071 0.173
O -10.182 -0.376 -0.065
O -8.538 1.173 0.062
```

Properties
highest occupied orbital energy = -8.724 eV
electronic energy = -2420.918408 Eh
gap between HOMO and LUMO = 5.96 eV